Molecular formula: C20H22N6O2
Method: DFT, ωB97M-V with the def2-TZVPD basis set

Properties
Largest force on an atom ... 3.2 eV/A
Electronic energy ... -34130.9549 eV
Structure (SMILES) ... C=CC(=O)N1CC(N(C)c2ccc(C(N)=O)c3[nH]c(-c4cnn(C)c4)cc23)C1
Energy above the lowest of the compared OMol25 structures with the same formula, charge and spin ... 0.000 eV
Frontier orbital gap ... 7.95 eV

```
! RIJCOSX wB97M-V def2-TZVPD def2/J DEFGRID3
* xyz 0 1
C -2.100 -4.947 1.225
C -1.070 -4.541 0.410
C -1.219 -4.164 -1.008
O -2.220 -4.431 -1.591
N -0.178 -3.654 -1.788
C -0.332 -2.751 -2.930
C 0.971 -2.084 -2.475
N 0.875 -0.637 -2.172
C 0.138 0.198 -3.165
C 1.594 -0.047 -1.106
C 2.951 -0.346 -0.912
C 3.672 0.236 0.132
C 3.050 1.091 1.062
C 3.790 1.718 2.191
N 5.051 1.361 2.596
O 3.326 2.645 2.844
C 1.696 1.341 0.851
N 0.803 2.153 1.527
C -0.452 2.182 0.889
C -1.630 2.889 1.338
C -1.784 3.825 2.406
N -3.020 4.184 2.555
N -3.707 3.484 1.609
C -5.188 3.500 1.500
C -2.853 2.717 0.838
C -0.382 1.340 -0.201
C 0.980 0.827 -0.220
C 1.049 -3.055 -1.317
H -3.114 -5.079 0.824
H -1.972 -5.145 2.321
H -0.077 -4.486 0.797
H -0.312 -3.194 -3.905
H -1.250 -2.133 -2.791
H 1.748 -2.286 -3.218
H 0.364 1.274 -3.047
H 0.482 -0.030 -4.159
H -0.945 0.075 -3.066
H 3.466 -0.984 -1.590
H 4.733 0.040 0.241
H 5.638 0.842 1.952
H 5.499 1.997 3.257
H 1.072 2.670 2.389
H -0.963 4.109 3.087
H -5.513 2.624 0.889
H -5.516 4.398 0.994
H -5.679 3.492 2.453
H -3.132 2.034 0.043
H -1.153 1.088 -0.903
H 1.869 -3.735 -1.314
H 0.943 -2.606 -0.343
*
```

=====

Molecular formula: C4H9NO2
Method: DFT, ωB97M-V with the def2-TZVPD basis set

Properties
Largest force on an atom ... 0.6 eV/A
Electronic energy ... -9877.6275 eV
Structure (SMILES) ... CNCOCC=O
Energy above the lowest of the compared OMol25 structures with the same formula, charge and spin ... 2.433 eV
Frontier orbital gap ... 9.85 eV

```
! RIJCOSX wB97M-V def2-TZVPD def2/J DEFGRID3
* xyz 0 1
C -1.338 1.353 -1.357
N -0.235 0.462 -1.017
C -0.700 -0.638 -0.206
O 0.273 -1.640 0.012
C 1.482 -1.172 0.568
C 1.228 -0.240 1.746
O 1.347 0.962 1.666
H -1.865 1.766 -0.477
H -0.959 2.189 -1.952
H -2.070 0.811 -1.966
H 0.450 0.998 -0.488
H -1.520 -1.138 -0.733
H -1.087 -0.299 0.779
H 2.022 -2.063 0.910
H 2.095 -0.638 -0.170
H 0.877 -0.711 2.686
*
```

=====

Molecular formula: C21H39F8N3O21PS3
Method: DFT, ωB97M-V with the def2-TZVPD basis set

Properties
Largest force on an atom ... 4.4 eV/A
Electronic energy ... -133418.1102 eV
Energy above the lowest of the compared OMol25 structures with the same formula, charge and spin ... 3.479 eV
Frontier orbital gap ... 9.19 eV

```
! RIJCOSX wB97M-V def2-TZVPD def2/J DEFGRID3
* xyz -1 1
P 0.126 0.492 -0.398
F -0.919 -0.531 0.261
F 0.647 1.031 1.074
F 1.312 -0.672 -0.573
F 1.125 1.615 -1.183
F -0.463 -0.095 -1.859
F -1.082 1.586 -0.207
C 0.187 -6.800 -2.762
C -0.414 -5.473 -2.491
O -0.992 -4.761 -3.283
N -0.231 -5.050 -1.216
C -0.775 -3.755 -0.777
H 1.065 -6.631 -3.385
H -0.449 -7.372 -3.436
H 0.362 -7.428 -1.888
H 0.180 -5.647 -0.512
H -0.680 -3.053 -1.606
H -0.366 -3.218 0.079
H -1.808 -3.857 -0.446
C 0.396 4.569 0.950
C -1.043 4.876 0.735
O -1.627 5.505 1.647
N -1.545 4.465 -0.453
C -2.829 4.814 -0.955
H 0.741 5.148 1.807
H 0.962 4.854 0.064
H 0.477 3.504 1.170
H -0.935 3.901 -1.028
H -2.853 5.453 -1.838
H -3.393 5.289 -0.152
H -3.435 3.936 -1.178
C -2.109 -2.357 3.634
C -3.472 -2.153 3.008
O -4.503 -2.308 3.701
N -3.513 -1.734 1.747
C -4.771 -1.777 0.969
H -1.561 -3.251 3.335
H -2.100 -2.243 4.718
H -1.562 -1.485 3.275
H -2.602 -1.727 1.311
H -5.394 -0.886 1.041
H -5.450 -2.612 1.140
H -4.526 -1.654 -0.086
C -0.237 1.481 -4.316
C -1.516 2.042 -3.622
O -2.541 1.874 -4.620
C -1.928 1.718 -5.812
O -2.509 1.762 -6.865
O -0.617 1.530 -5.665
F -1.359 3.332 -3.325
H -0.029 0.445 -4.048
H 0.670 2.012 -4.027
H -1.776 1.589 -2.665
C -3.006 1.960 2.353
C -1.866 1.611 3.347
O -2.675 1.314 4.452
C -3.765 2.202 4.395
O -4.503 2.455 5.343
O -4.061 2.428 3.129
F -1.136 2.766 3.548
H -3.274 1.038 1.837
H -2.691 2.719 1.636
H -1.219 0.815 2.980
C 4.157 0.830 -0.176
C 4.290 2.333 -0.014
O 5.508 2.433 0.619
S 5.756 1.244 1.769
O 5.396 1.716 3.109
O 7.108 0.720 1.598
O 4.498 0.374 1.138
H 4.787 0.302 -0.891
H 3.183 0.475 -0.514
H 3.575 2.657 0.743
H 4.310 2.956 -0.908
C 2.086 0.256 3.725
C 1.798 -1.095 3.118
O 0.765 -1.722 3.866
S 0.895 -1.224 5.421
O 1.738 -2.136 6.197
O -0.360 -0.923 6.039
O 1.773 0.183 5.091
H 1.471 1.079 3.362
H 3.130 0.528 3.568
H 2.633 -1.767 3.315
H 1.566 -1.134 2.054
C 3.413 -1.692 -3.126
C 2.034 -2.292 -3.402
O 1.494 -1.588 -4.463
S 2.733 -0.968 -5.435
O 2.511 0.451 -5.722
O 3.088 -1.805 -6.614
O 3.904 -1.209 -4.350
H 4.105 -2.328 -2.573
H 3.259 -0.866 -2.432
H 1.301 -2.005 -2.648
H 1.958 -3.378 -3.466
*
```

=====

Molecular formula: C27H33N6O8PRuS
Method: DFT, ωB97M-V with the def2-TZVPD basis set

Properties
Largest force on an atom ... 2.5 eV/A
Electronic energy ... -76552.0359 eV
Energy above the lowest of the compared OMol25 structures with the same formula, charge and spin ... 1.304 eV
<S²> ... 0.803
Frontier orbital gap (alpha / beta) ... 6.19 / 6.60 eV

```
! RIJCOSX wB97M-V def2-TZVPD def2/J DEFGRID3
* xyz 1 2
Ru -0.948 0.081 0.698
C 0.885 2.979 -1.905
C 0.804 1.921 -0.855
N 0.315 0.742 -1.091
N -0.009 0.308 -2.285
C -0.711 -0.823 -2.307
O -1.212 -1.328 -1.268
C -0.955 -1.425 -3.630
C -1.365 -2.754 -3.723
C -1.634 -3.308 -4.960
C -1.508 -2.540 -6.108
C -1.100 -1.216 -6.021
C -0.816 -0.661 -4.788
C 1.322 2.128 0.492
C 1.937 3.310 0.905
C 2.440 3.392 2.193
C 2.364 2.284 3.022
C 1.742 1.139 2.534
N 1.211 1.077 1.327
H 0.628 2.536 -2.864
H 1.885 3.403 -1.964
H 0.184 3.780 -1.676
H -1.450 -3.349 -2.827
H -1.944 -4.337 -5.035
H -1.723 -2.978 -7.070
H -1.016 -0.623 -6.920
H -0.497 0.366 -4.704
H 1.991 4.157 0.239
H 2.897 4.306 2.539
H 2.760 2.303 4.023
H 1.671 0.246 3.139
O -1.478 2.355 1.286
C -1.816 2.865 2.351
C -1.490 2.433 3.672
C -1.619 3.358 4.711
C -1.118 3.084 5.961
C -0.490 1.851 6.222
C -0.423 0.903 5.249
C -0.945 1.119 3.929
O -0.954 0.179 3.088
N -1.203 4.089 6.985
O -1.765 5.125 6.700
O -0.706 3.839 8.061
H -2.389 3.809 2.306
H -2.065 4.324 4.518
H -0.082 1.676 7.207
H 0.025 -0.059 5.442
C -5.214 -1.617 -2.544
N -4.663 -0.724 -1.545
C -3.779 0.259 -1.669
S -3.244 1.012 -0.215
N -3.320 0.765 -2.809
C -3.761 0.532 -4.171
H -5.599 -2.492 -2.028
H -4.444 -1.943 -3.240
H -6.035 -1.152 -3.093
H -4.942 -0.902 -0.589
H -2.670 1.528 -2.679
H -3.503 -0.469 -4.512
H -3.252 1.244 -4.814
H -4.835 0.684 -4.266
C -3.039 -1.760 3.786
O -2.833 -2.475 2.581
P -1.643 -2.200 1.550
O -0.386 -2.777 2.352
C 0.909 -2.676 1.780
O -1.897 -3.456 0.584
C -3.025 -3.575 -0.260
H -3.883 -2.238 4.280
H -3.272 -0.714 3.582
H -2.156 -1.812 4.418
H 1.622 -2.754 2.601
H 1.030 -1.707 1.259
H 1.069 -3.491 1.072
H -2.932 -4.542 -0.755
H -3.022 -2.778 -1.004
H -3.940 -3.547 0.334
*
```

=====

Molecular formula: C22H21BrF9OPReSiTe
Method: DFT, ωB97M-V with the def2-TZVPD basis set

Properties
Largest force on an atom ... 1.5 eV/A
Electronic energy ... -146274.2664 eV
<S²> ... 0.782
Frontier orbital gap (alpha / beta) ... 6.00 / 6.39 eV

```
! RIJCOSX wB97M-V def2-TZVPD def2/J DEFGRID3
* xyz 2 2
Re -1.274 0.901 -0.816
F -3.829 -4.718 2.513
C -3.024 -3.749 2.157
C -1.739 -3.677 2.678
F -1.328 -4.582 3.536
C -0.895 -2.640 2.295
F 0.313 -2.585 2.840
C -1.288 -1.675 1.378
P -0.226 -0.250 0.997
C 1.425 -0.838 0.610
C 2.480 0.070 0.704
C 3.769 -0.340 0.402
C 4.004 -1.643 -0.015
C 2.950 -2.541 -0.136
C 1.659 -2.143 0.178
C -0.190 0.678 2.530
C -1.359 1.327 2.939
C -1.392 1.975 4.160
C -0.264 1.978 4.973
C 0.888 1.314 4.578
C 0.931 0.655 3.359
C -2.585 -1.771 0.896
Br -3.302 -0.436 -0.272
C -3.457 -2.774 1.261
F -4.686 -2.815 0.779
H 2.304 1.092 1.021
H 4.589 0.358 0.494
H 5.011 -1.961 -0.243
H 3.137 -3.557 -0.456
H 0.852 -2.860 0.110
H -2.249 1.321 2.323
H -2.297 2.472 4.481
H -0.289 2.494 5.923
H 1.755 1.298 5.223
H 1.822 0.112 3.076
F -0.502 4.896 0.114
Te -1.540 3.834 -0.930
F -0.793 4.644 -2.376
F -2.170 2.519 -2.215
F -3.011 4.876 -1.086
F 0.026 2.513 -1.133
O -2.057 2.596 0.307
C 2.162 0.500 -2.909
Si 0.467 0.378 -3.608
C -0.134 1.955 -4.348
C 0.191 -1.026 -4.779
C -0.696 -0.506 -2.046
H 2.864 0.621 -3.739
H 2.450 -0.385 -2.353
H 2.262 1.373 -2.265
H 0.408 2.039 -5.296
H 0.091 2.841 -3.763
H -1.198 1.948 -4.583
H 0.846 -0.833 -5.633
H -0.841 -1.032 -5.132
H 0.441 -2.003 -4.372
H 0.025 -1.260 -1.719
H -1.506 -0.976 -2.613
*
```

=====

Molecular formula: C5H13S3
Method: DFT, ωB97M-V with the def2-TZVPD basis set

Properties
Largest force on an atom ... 1.6 eV/A
Electronic energy ... -37902.6328 eV
Energy above the lowest of the compared OMol25 structures with the same formula, charge and spin ... 0.606 eV
Frontier orbital gap ... 6.65 eV

```
! RIJCOSX wB97M-V def2-TZVPD def2/J DEFGRID3
* xyz -1 1
C -2.656 -0.340 -1.268
C -2.557 1.115 -0.790
C -1.099 1.424 -0.457
S -0.810 0.868 1.268
H -2.122 -0.508 -2.256
H -3.676 -0.769 -1.391
H -2.139 -0.970 -0.523
H -2.895 1.784 -1.577
H -3.176 1.232 0.115
H -0.925 2.514 -0.475
H -0.440 0.926 -1.177
C 2.723 -2.176 0.842
C 2.238 -0.708 1.046
S 2.535 0.323 -0.387
S 1.988 2.218 0.470
H 3.768 -2.043 0.463
H 2.079 -2.726 0.157
H 2.775 -2.729 1.800
H 2.690 -0.260 1.962
H 1.170 -0.710 1.205
H 0.530 1.536 0.972
*
```